Record 1
C25H50AsF4N3O2Si3W | ωB97M-V/def2-TZVPD

ΔE to the lowest compared entry with this formula, charge and spin (kcal per mole): 0.00
DFT total energy (a.u.): -4868.22957
Highest occupied orbital energy (eV): -7.103

The geometry in XYZ format:
```
89
Properties=species:S:1:pos:R:3:forces:R:3:lowdin_charge:R:1
W -0.8494 0.9751 -0.8417 0.6 -0.3 0.3 1.61
C 0.0633 -2.1840 -3.1298 0.0 0.0 0.0 -0.10
N -1.3811 -2.1268 -3.1849 0.0 0.1 0.0 -0.28
C -1.8786 -2.5592 -4.4705 0.0 0.0 0.0 -0.11
C -2.0499 -2.8136 -2.1012 0.0 0.0 0.0 -0.19
C -1.5907 -2.3661 -0.7245 0.1 0.0 0.1 -0.22
N -1.6814 -0.9500 -0.4464 0.1 0.2 -0.2 -0.18
C -2.6645 -0.4289 0.3744 -0.1 0.2 0.1 -0.36
C -2.3364 0.8917 0.7596 0.0 0.1 0.1 -0.23
F -1.3813 2.8238 -0.8545 0.0 0.0 0.0 -0.42
C -3.2397 1.6084 1.4939 -0.1 0.0 0.0 -0.33
F -2.9585 2.8893 1.8394 0.0 0.0 0.0 0.04
C -4.4477 1.0939 1.9459 0.0 0.0 0.0 0.05
C -4.7460 -0.1955 1.5521 0.0 0.0 0.0 -0.21
F -5.9104 -0.7512 1.9313 0.0 0.0 0.0 0.08
C -3.8983 -0.9526 0.7621 0.0 -0.1 -0.1 -0.17
F -4.3149 -2.1901 0.3837 0.0 0.0 0.0 0.06
H 0.4572 -3.2161 -3.1494 0.0 0.0 0.0 0.09
H 0.4324 -1.6920 -2.2275 0.0 0.0 0.0 0.05
H 0.4769 -1.6468 -3.9852 0.0 0.0 0.0 0.09
H -1.6230 -3.6091 -4.6934 0.0 0.0 0.0 0.09
H -1.4608 -1.9311 -5.2594 0.0 0.0 0.0 0.08
H -2.9658 -2.4686 -4.4963 0.0 0.0 0.0 0.09
H -1.9056 -3.9108 -2.1602 0.0 0.0 0.0 0.13
H -3.1228 -2.6235 -2.1963 0.0 0.0 0.0 0.12
H -0.5567 -2.6925 -0.5663 -0.1 0.1 -0.1 0.07
H -2.1867 -2.9229 -0.0031 0.0 0.0 0.0 0.10
H -5.1340 1.6660 2.5525 0.0 0.0 0.0 0.13
C -1.4671 0.3320 4.1254 0.0 0.0 0.0 -0.19
Si -0.4710 -0.9684 3.2208 0.1 0.1 0.0 0.34
C 0.8331 -1.6363 4.3965 0.0 -0.1 0.0 -0.22
C -1.5150 -2.4508 2.7741 0.0 0.0 -0.1 -0.18
As 0.6449 0.0167 1.3384 -0.2 0.0 -0.1 0.87
Si 1.6782 1.9302 2.3098 0.0 0.0 0.0 0.31
C 2.1243 1.7066 4.1150 0.0 0.0 0.0 -0.21
C 3.2688 2.3299 1.4072 0.0 0.0 -0.1 -0.20
C 0.4434 3.3077 2.1094 0.0 0.0 0.0 -0.20
Si 2.4250 -1.5239 0.9433 0.0 0.1 0.1 0.30
C 3.6831 -1.4439 2.3337 0.0 0.0 0.0 -0.20
C 1.7749 -3.2762 0.8581 0.0 0.0 -0.1 -0.20
C 3.2685 -1.1141 -0.6684 0.0 0.0 0.0 -0.21
H -2.3542 -0.1442 4.5520 0.0 0.0 0.0 0.04
H -1.8102 1.1340 3.4767 0.0 0.0 0.0 0.00
H -0.8966 0.7645 4.9469 0.0 0.0 0.0 0.02
H 0.3123 -1.9555 5.3050 0.0 0.0 0.0 0.04
H 1.5854 -0.9066 4.6861 0.0 0.0 0.0 0.01
H 1.3343 -2.5148 3.9870 0.0 0.0 0.0 0.02
H -1.7055 -2.9999 3.7013 0.0 0.0 0.0 0.05
H -1.0016 -3.1268 2.0885 0.0 0.0 0.0 0.02
H -2.4751 -2.1854 2.3410 0.0 0.0 0.0 0.02
H 2.8838 0.9390 4.2651 0.0 0.0 0.0 0.02
H 1.2699 1.4781 4.7475 -0.1 0.0 0.0 0.01
H 2.5450 2.6579 4.4556 0.0 0.0 0.0 0.04
H 3.9952 1.5169 1.4409 0.0 0.0 0.0 0.02
H 3.7284 3.2056 1.8740 0.0 0.0 0.0 0.05
H 3.0808 2.5694 0.3626 0.0 0.0 0.1 -0.02
H -0.5139 3.0695 2.5730 0.0 0.0 0.0 0.02
H 0.2421 3.5142 1.0564 0.0 0.0 0.0 0.01
H 0.8294 4.2201 2.5733 0.0 0.0 0.0 0.04
H 3.3069 -1.8645 3.2639 0.0 0.0 0.0 0.01
H 4.0164 -0.4263 2.5345 0.0 0.0 0.0 0.01
H 4.5604 -2.0268 2.0381 0.0 0.0 0.0 0.04
H 1.1291 -3.5385 1.6957 0.0 0.0 0.0 0.01
H 2.6300 -3.9578 0.8714 0.0 0.0 0.0 0.04
H 1.2269 -3.4540 -0.0695 0.0 0.0 0.1 0.01
H 3.9425 -0.2630 -0.5620 0.0 0.0 0.0 0.02
H 2.5509 -0.8766 -1.4540 0.0 0.0 0.0 0.00
H 3.8592 -1.9766 -0.9895 0.0 0.0 0.0 0.04
C -2.7000 0.7564 -4.8216 0.1 0.0 0.1 -0.03
O -1.5029 0.5993 -4.0257 -0.1 0.0 0.2 -0.09
C -1.6793 0.6954 -2.7267 -0.2 0.1 -0.4 -0.53
O -2.7363 1.0231 -2.1865 -0.1 0.0 -0.2 -0.01
H -2.3902 0.5957 -5.8497 0.0 0.0 0.0 0.10
H -3.1087 1.7571 -4.6937 0.0 0.0 0.0 0.10
H -3.4492 0.0243 -4.5272 0.0 0.0 0.0 0.09
C 1.5670 3.7887 -1.6896 0.0 0.0 0.0 -0.04
C 1.5894 2.3725 -2.2751 0.0 0.1 0.1 -0.68
C 3.0120 1.8238 -2.3183 0.0 0.0 0.0 -0.06
C 1.0455 2.4262 -3.7055 0.0 0.0 0.0 -0.05
N 0.7144 1.5282 -1.4782 -0.4 -0.4 -0.1 -0.18
H 2.1430 4.4622 -2.3271 0.0 0.0 0.0 0.09
H 1.9955 3.8170 -0.6872 0.0 0.0 -0.1 0.06
H 0.5403 4.1479 -1.6298 0.0 0.0 0.0 0.08
H 3.6495 2.5165 -2.8706 0.0 0.0 0.0 0.09
H 3.0372 0.8578 -2.8235 0.0 0.0 0.0 0.08
H 3.4269 1.6986 -1.3196 0.0 0.0 -0.1 0.04
H 1.7022 3.0391 -4.3268 0.0 0.0 0.0 0.09
H 0.0484 2.8657 -3.7143 0.0 0.0 0.0 0.08
H 0.9864 1.4261 -4.1329 0.0 0.0 0.0 0.08
```
Forces are in eV/Å.

***

Record 2
C25H50BBr10FN4O6PS2 | ωB97M-V/def2-TZVPD

DFT total energy (a.u.): -28655.33108
Highest occupied orbital energy (eV): -10.761
Net charge: +1

The geometry in XYZ format:
```
100
Properties=species:S:1:pos:R:3:forces:R:3:lowdin_charge:R:1
C -2.5539 -0.9811 -0.4958 0.8 0.5 0.4 0.04
C -1.5787 -0.2362 0.1287 0.1 -0.1 -0.2 -0.12
C -0.1045 -0.5430 -0.0233 -1.3 0.5 -2.0 -0.18
B 0.8001 0.7098 -0.5483 -0.1 0.8 0.5 -0.44
O 2.1719 0.7398 -0.4768 -0.2 -0.6 -0.8 0.16
C 0.1350 1.9512 -1.2299 0.2 0.0 0.8 -0.13
C 0.7429 3.2704 -0.6993 0.1 0.1 -0.4 -0.11
N -0.0061 -1.5326 -1.2070 1.8 1.4 0.4 0.18
C 0.9506 -2.4150 -0.8449 -0.4 0.5 0.7 -0.34
N 1.8445 -2.9993 -1.6096 -0.4 1.1 0.0 -0.12
C 2.8227 -3.9677 -1.0563 0.1 -0.9 -0.5 -0.19
C 4.2651 -3.6858 -1.4549 0.5 0.6 0.2 -0.20
C 5.1266 -3.0575 -0.3450 -0.2 -0.3 0.1 -0.18
C 5.0691 -3.7532 1.0249 -0.6 0.3 -1.0 -0.22
S 5.4943 -5.4776 1.0597 1.3 -0.4 2.8 0.58
O 6.8959 -5.6270 0.8355 -0.2 0.3 -1.3 -0.25
O 5.0655 -5.9812 2.3326 -0.7 0.0 -0.3 -0.28
O 4.6047 -6.1652 -0.0569 0.0 0.3 -0.4 -0.16
P 1.8535 -2.6883 -3.3555 0.5 -2.0 -1.2 0.41
S 2.2807 -4.2832 -4.3197 0.0 0.2 0.1 0.27
N 0.8295 -2.6847 0.5374 -0.5 -0.8 -0.7 0.09
C -0.1411 -3.8042 0.5995 0.1 -0.8 -0.1 -0.01
C 0.5459 -5.1074 0.9444 -0.2 0.6 0.1 -0.46
O 1.5075 -5.2262 1.6000 0.9 -0.3 0.5 0.20
F -0.0935 -6.1595 0.4416 -0.4 -0.3 -0.2 0.13
C 0.3969 -1.4147 1.1820 0.6 1.3 1.1 -0.46
N 1.5561 -0.8855 1.8720 0.0 -0.5 -0.4 0.17
O -0.5874 -1.5039 2.1468 -0.2 -0.7 -0.7 -0.07
C -0.2361 -2.2581 3.3240 -0.6 -0.6 0.7 -0.21
C -1.4459 -3.1046 3.7473 0.5 -0.4 -0.5 -0.05
H -3.2216 -1.6088 0.0852 -1.5 1.5 -0.1 0.07
H -2.6194 -0.9367 -1.5796 0.9 -1.7 -0.2 0.07
H -1.7767 0.6569 0.7310 -0.2 -1.5 1.4 -0.01
H 2.5677 -0.1358 -0.5372 0.3 0.1 0.5 0.09
H -0.9428 1.9899 -1.0717 -0.1 -0.1 -0.3 0.09
H 0.3498 1.8842 -2.3032 -0.1 0.0 -0.1 0.11
H 0.6203 4.0518 -1.4435 -0.1 0.1 0.1 -0.01
H 1.8123 3.1945 -0.5125 0.0 -0.1 0.1 0.07
H 0.2385 3.5970 0.2079 0.0 0.0 0.1 0.03
H 0.1890 -0.9227 -1.9977 -0.3 -0.8 -0.6 0.12
H 2.5379 -4.9470 -1.4416 -0.1 0.0 0.0 0.06
H 2.6822 -4.0113 0.0159 0.0 0.2 0.0 0.09
H 4.3172 -3.0094 -2.3098 -0.1 0.0 -0.1 0.08
H 4.7442 -4.5953 -1.8007 -0.2 -0.1 0.0 0.11
H 6.1601 -3.0498 -0.6866 0.0 0.2 0.0 0.12
H 4.8134 -2.0215 -0.1894 0.1 0.1 0.1 0.11
H 5.7810 -3.2721 1.6902 0.2 -0.3 0.2 0.12
H 4.0865 -3.6604 1.4864 -0.1 -0.2 0.1 0.10
H 4.4273 -7.0768 0.2298 -0.1 0.0 0.0 0.12
H 0.5615 -2.2516 -3.6764 0.0 0.5 0.6 0.00
H 2.7580 -1.6373 -3.5849 -0.3 0.3 0.5 0.00
H -0.9107 -3.6568 1.3556 0.1 0.3 0.0 0.13
H -0.6719 -3.9469 -0.3431 -0.1 0.1 0.0 0.15
H 1.3946 0.0700 2.1632 0.1 0.1 0.0 0.12
H 2.4070 -0.9718 1.3380 0.1 0.1 0.1 0.08
H 0.0426 -1.5991 4.1412 0.1 0.3 -0.2 0.12
H 0.5923 -2.9401 3.1473 0.3 0.3 -0.2 0.11
H -1.2851 -4.1297 3.4034 -0.1 -0.1 0.0 0.07
H -1.5223 -3.1716 4.8278 -0.2 0.2 0.1 0.08
H -2.3653 -2.7690 3.2746 -0.1 0.3 0.3 0.08
Br 2.7044 3.6630 -4.2700 -0.1 0.0 0.0 0.60
C 2.8501 5.5773 -4.6119 0.2 -0.1 0.0 -0.68
C 2.7074 6.3758 -3.3453 -0.2 0.2 0.0 -0.68
Br 0.8524 6.4657 -2.7693 0.0 0.0 0.0 0.66
H 2.0962 5.8225 -5.3522 0.0 0.0 0.0 0.05
H 3.8394 5.7163 -5.0413 0.0 0.0 0.0 0.06
H 3.0103 7.4073 -3.5090 0.0 0.0 -0.1 0.06
H 3.2758 5.9591 -2.5204 0.0 0.0 0.0 0.05
Br -2.7597 8.8092 -2.9175 -0.1 -0.1 0.0 0.61
C -3.3346 8.2972 -1.1313 0.1 0.2 -0.1 -0.70
C -2.4295 7.2552 -0.5359 -0.1 -0.2 0.2 -0.69
Br -2.7570 5.4947 -1.3015 0.1 0.0 0.0 0.58
H -4.3632 7.9617 -1.2147 0.0 -0.1 0.0 0.05
H -3.2961 9.2108 -0.5420 0.0 0.0 0.1 0.06
H -2.6269 7.1446 0.5293 0.0 0.0 0.0 0.03
H -1.3770 7.4730 -0.6878 0.0 0.0 0.0 0.03
Br -0.7005 -10.0028 -3.9648 0.1 0.0 0.0 0.63
C 0.0677 -9.9580 -2.1806 -0.2 0.0 -0.2 -0.70
C 0.2313 -8.5466 -1.6857 0.2 0.0 0.2 -0.70
Br 1.7547 -7.6671 -2.5283 -0.1 0.1 0.0 0.63
H 1.0066 -10.4995 -2.2264 0.0 0.0 0.0 0.05
H -0.6334 -10.4996 -1.5498 0.0 0.0 0.1 0.06
H 0.4469 -8.5377 -0.6201 0.0 0.0 0.0 0.05
H -0.6377 -7.9285 -1.8843 0.0 0.0 0.0 0.05
Br -1.8548 2.6506 2.0025 0.1 0.5 0.3 0.75
C -3.2420 2.6952 3.3732 0.0 -0.3 -0.1 -0.64
C -4.5190 3.2767 2.8316 -0.1 0.2 0.0 -0.68
Br -4.4010 5.2050 2.6431 0.0 0.0 0.0 0.63
H -2.8356 3.2581 4.2067 0.0 0.1 0.0 0.06
H -3.3901 1.6601 3.6737 0.0 0.0 0.0 0.06
H -5.3386 3.0989 3.5244 0.0 0.0 0.0 0.06
H -4.7806 2.8823 1.8548 0.0 -0.1 0.0 0.05
Br -4.7177 8.7936 3.1071 0.0 -0.1 -0.1 0.58
C -6.4765 8.6199 2.2895 0.1 0.2 -0.1 -0.69
C -7.5713 9.0217 3.2399 -0.2 -0.2 0.1 -0.69
Br -7.8942 7.6483 4.5779 0.0 0.1 0.0 0.61
H -6.5668 7.5912 1.9542 0.0 0.0 0.0 0.03
H -6.4586 9.2826 1.4269 0.0 0.0 0.0 0.06
H -8.5126 9.1331 2.7068 0.0 0.0 0.0 0.06
H -7.3474 9.9381 3.7756 0.0 0.0 0.0 0.05
```
Forces are in eV/Å.